# 1
{
  "formula": "C6H10O4",
  "method": "the ωB97M-V functional and the def2-TZVPD basis",
  "homo_lumo_gap_ev": 8.43,
  "homo_ev": -9.122,
  "spin_multiplicity": 1,
  "symbols": ["O", "O", "O", "O", "C", "C", "C", "C", "C", "C", "H", "H", "H", "H", "H", "H", "H", "H", "H", "H"],
  "positions_angstrom": [[1.67959, -1.25783, -0.56365], [-0.70341, 2.39370, -0.23980], [2.64635, 0.98220, -0.21743], [-2.76562, -0.41065, -0.03079], [-1.53293, -0.01846, -0.36796], [0.18983, 1.38339, -0.46475], [-0.99700, 1.08428, 0.40909], [0.79649, -0.67203, 0.49812], [1.25585, 0.85546, 0.42973], [-0.61635, -1.22174, -0.02905], [-0.94636, -2.05635, -0.79968], [1.36715, 1.40513, 1.39212], [-1.51635, 0.17803, -1.52730], [-1.38089, -1.60687, 0.87847], [-3.17531, 0.21639, -0.51727], [-0.84497, 0.90647, 1.54377], [0.28322, 1.13233, -1.38726], [1.00863, -1.04596, 1.46046], [2.56518, -2.05318, 0.07473], [2.68690, -0.19427, -0.54155]],
  "forces_ev_per_a": [[4.39, -4.41, 4.00], [-1.04, 0.12, 1.87], [-2.36, -4.58, 0.53], [-1.39, -3.12, 2.01], [1.93, -1.06, -2.41], [0.51, 1.51, 7.28], [0.89, 1.64, -1.28], [1.04, -1.73, -3.15], [3.07, 1.48, -1.39], [-3.77, 0.04, 2.36], [2.24, 1.51, 1.26], [-0.50, -0.77, -0.48], [0.17, 0.03, 1.98], [2.78, 0.67, -1.56], [-3.92, 2.78, -1.91], [-0.33, 0.89, -2.04], [0.37, -2.06, -5.84], [0.32, -0.73, 0.95], [-4.01, 3.37, -2.95], [-0.39, 4.42, 0.76]]
}


# 2
{
  "formula": "C4H6OZn",
  "method": "the ωB97M-V functional and the def2-TZVPD basis",
  "total_charge": 1,
  "homo_lumo_gap_ev": [7.78, 8.88],
  "homo_ev": [-13.072, -14.822],
  "spin_multiplicity": 2,
  "s_squared": 0.75,
  "symbols": ["Zn", "O", "C", "C", "C", "C", "H", "H", "H", "H", "H", "H"],
  "positions_angstrom": [[1.57674, -4.78259, -1.45790], [1.06976, -3.14416, -0.95484], [1.15668, -0.68060, 2.53075], [1.20892, -2.41502, 0.03735], [0.82710, -0.26350, 1.14626], [0.87969, -1.01547, 0.01580], [1.95372, -0.03024, 2.92127], [0.45120, -0.63276, -0.91254], [1.46280, -1.74666, 2.59189], [0.27368, -0.52643, 3.17028], [2.01750, -2.64905, 0.76803], [0.71216, 0.81529, 1.00515]],
  "forces_ev_per_a": [[0.68, -2.35, -0.78], [-1.40, 1.42, 0.27], [0.07, -0.58, 0.00], [2.62, 2.18, 0.15], [1.30, 0.29, -0.35], [-1.82, -0.53, 0.30], [-0.24, -0.18, -0.05], [0.35, -0.01, 0.14], [-0.25, 0.74, 0.16], [0.25, -0.06, -0.11], [-1.08, -0.61, 0.23], [-0.49, -0.31, 0.05]]
}


# 3
{
  "formula": "C3H8FNS",
  "method": "the ωB97M-V functional and the def2-TZVPD basis",
  "homo_lumo_gap_ev": 9.12,
  "homo_ev": -8.368,
  "spin_multiplicity": 1,
  "symbols": ["S", "F", "N", "C", "C", "C", "H", "H", "H", "H", "H", "H", "H", "H"],
  "positions_angstrom": [[-1.53321, 0.47245, 0.54597], [2.28234, -1.26607, 0.13278], [-1.61087, 1.56092, 1.78638], [0.58882, -0.75668, -1.62221], [-0.18665, -0.60677, 1.01715], [1.21002, -0.51825, -0.28267], [0.66722, 0.16830, -2.18067], [-0.99821, 2.39310, 1.70392], [1.60435, 0.48673, -0.16766], [1.05598, -1.59627, -2.21723], [-0.47740, -1.63686, 0.88065], [0.26630, -0.16806, 1.96832], [-2.43538, 1.62357, 2.35049], [-0.43939, -1.11079, -1.41562]],
  "forces_ev_per_a": [[-0.22, -0.19, -0.66], [-0.28, -1.09, -0.29], [1.44, 1.30, 0.17], [0.18, -1.93, -0.30], [3.54, 1.25, -1.77], [-2.02, 1.43, 3.34], [-0.49, -0.09, -0.31], [-1.15, -0.83, 0.22], [-0.42, 0.38, -0.17], [-0.14, 0.97, 0.73], [0.08, -0.39, 0.84], [-0.76, -1.36, -1.09], [-0.04, 0.00, 0.05], [0.30, 0.55, -0.75]]
}


# 4
{
  "formula": "C4H3NO2",
  "method": "the ωB97M-V functional and the def2-TZVPD basis",
  "homo_lumo_gap_ev": 9.87,
  "smiles": "O=Cc1ncco1",
  "homo_ev": -10.069,
  "spin_multiplicity": 1,
  "symbols": ["O", "O", "N", "C", "C", "C", "C", "H", "H", "H"],
  "positions_angstrom": [[-0.11229, 0.87886, 0.67232], [2.70256, 0.74420, 0.45746], [-0.26071, -0.89786, -0.63579], [0.53104, -0.05572, -0.05188], [-1.51598, -0.46639, -0.27830], [2.00180, -0.05761, -0.11059], [-1.42940, 0.61038, 0.50613], [2.39332, -0.87976, -0.73685], [-2.12304, 1.25360, 1.00467], [-2.18730, -1.12970, -0.82717]],
  "forces_ev_per_a": [[0.23, 0.26, 0.10], [-0.29, -0.37, -0.27], [1.24, 0.67, 0.38], [-0.05, -0.05, 0.16], [-0.25, -2.20, -1.93], [0.34, 0.22, 0.17], [-0.03, 0.25, 0.27], [0.05, 0.10, 0.07], [-0.13, 0.10, 0.06], [-1.10, 1.03, 1.00]]
}


ΔE to the lowest compared entry with this formula, charge and spin readings, ordered: 216.1 0.0 41.5 31.1 kcal per mole